No. 1
This record from OMol25 describes a molecular structure, C22H49N2OP3SeSm at a distorted geometry. The level of theory is ωB97M-V with the def2-TZVPD basis set.

LUMO level (alpha / beta), hartree: -0.3971 / -0.3824
F_max, eV Å⁻¹: 5.42
<S²>: 8.761
Multiplicity: 6
HOMO energy (alpha / beta), eV: -15.03 / -15.03
Charge: +3

Each line ends with the Löwdin charge.
Element x y z (Å)
Sm: -0.35 -0.60 0.41  1.292
P: 0.27 2.10 1.38  0.718
P: -2.92 0.19 -0.60  0.720
P: 2.61 -0.56 -0.74  0.762
H: -1.17 -2.00 -2.59  0.095
C: -0.45 -2.08 -1.76  -0.071
C: -0.70 -2.59 -0.49  -0.262
H: -1.59 -2.82 0.11  0.101
C: 0.46 3.78 0.67  -0.248
C: -1.20 2.39 2.47  -0.254
C: 1.67 2.08 2.60  -0.238
C: -3.82 -0.75 -1.88  -0.250
C: -4.15 0.02 0.77  -0.258
C: -3.24 1.92 -1.15  -0.243
C: 3.27 -1.69 -2.05  -0.261
C: 3.76 -1.09 0.63  -0.267
C: 3.34 1.05 -1.25  -0.254
H: 0.58 -2.29 -2.11  0.063
H: 0.25 -2.91 0.00  0.090
H: 0.40 4.53 1.47  0.073
H: -0.34 3.96 -0.07  0.053
H: 1.42 3.87 0.15  0.056
H: -1.09 3.37 2.96  0.074
H: -1.31 1.61 3.25  0.035
H: -2.12 2.38 1.86  0.025
H: 1.92 3.12 2.87  0.074
H: 2.54 1.59 2.12  0.027
H: 1.41 1.51 3.51  0.042
H: -4.89 -0.47 -1.86  0.076
H: -3.73 -1.81 -1.65  0.051
H: -3.39 -0.55 -2.88  0.059
H: -5.16 0.25 0.41  0.075
H: -3.92 0.68 1.61  0.032
H: -4.15 -1.02 1.12  0.046
H: -4.27 1.99 -1.54  0.079
H: -2.51 2.18 -1.92  0.021
H: -3.12 2.61 -0.30  0.042
H: 4.37 -1.66 -2.13  0.075
H: 2.85 -1.43 -3.04  0.048
H: 2.96 -2.73 -1.83  0.051
H: 4.81 -1.15 0.30  0.074
H: 3.46 -2.09 0.96  0.044
H: 3.67 -0.39 1.47  0.019
H: 4.41 0.96 -1.48  0.075
H: 3.19 1.76 -0.43  0.029
H: 2.78 1.43 -2.11  0.036
C: 0.09 1.12 -5.96  -0.630
C: -0.50 -0.07 -6.43  -0.152
C: -0.15 -0.58 -7.68  -0.068
C: 0.74 0.11 -8.52  -0.052
C: 1.31 1.31 -8.06  -0.056
C: 0.99 1.81 -6.79  -0.114
Se: -0.13 1.55 -4.10  0.787
H: 0.78 0.36 -3.94  -0.139
H: -1.14 -0.62 -5.75  0.078
H: -0.56 -1.54 -8.00  0.115
H: 0.99 -0.28 -9.51  0.120
H: 2.00 1.84 -8.73  0.122
H: 1.48 2.70 -6.40  0.100
C: 2.15 -2.06 3.75  -0.012
N: 1.04 -1.40 4.44  -0.097
C: 1.37 -0.94 5.80  -0.021
C: -0.14 -1.28 3.78  -0.415
O: -0.07 -1.31 2.48  -0.257
N: -1.32 -1.11 4.41  -0.093
C: -1.52 -0.97 5.87  -0.009
C: -2.55 -1.29 3.64  -0.021
H: 2.79 -2.45 4.54  0.106
H: 2.76 -1.39 3.13  0.071
H: 1.76 -2.91 3.17  0.107
H: 1.16 0.12 5.99  0.102
H: 0.91 -1.58 6.58  0.106
H: 2.46 -1.05 5.91  0.102
H: -2.56 -0.65 5.99  0.103
H: -1.42 -1.93 6.43  0.125
H: -0.93 -0.16 6.31  0.091
H: -3.35 -1.53 4.36  0.120
H: -2.82 -0.36 3.12  0.061
H: -2.47 -2.10 2.92  0.091

---

No. 2
This record from OMol25 describes 9 unconnected molecules or ions with the total composition C42H79F2N12O8S2 at a distorted geometry. The level of theory is ωB97M-V with the def2-TZVPD basis set.

LUMO level, hartree: -0.2268
F_max, eV Å⁻¹: 6.70
HOMO energy, eV: -12.56
Charge: +3

Each line ends with the Löwdin charge.
Element x y z (Å)
C: 4.13 -3.64 0.29  -0.051
C: 4.41 -2.25 -0.32  -0.173
N: 5.83 -1.95 -0.32  -0.040
C: 6.64 -1.71 -1.42  0.031
C: 7.86 -1.43 -0.87  -0.019
N: 7.80 -1.44 0.47  -0.079
C: 6.52 -1.69 0.79  -0.008
C: 8.88 -1.26 1.39  0.020
H: 4.41 -3.63 1.34  0.073
H: 4.50 -4.48 -0.30  0.082
H: 3.05 -3.80 0.35  0.053
H: 3.89 -1.51 0.29  0.108
H: 4.01 -2.14 -1.32  0.115
H: 6.25 -1.82 -2.42  0.134
H: 8.78 -1.18 -1.39  0.152
H: 6.14 -1.91 1.78  0.171
H: 9.58 -2.10 1.36  0.109
H: 8.55 -1.29 2.43  0.106
H: 9.48 -0.37 1.20  0.114
C: -2.52 0.17 -6.52  -0.049
C: -2.83 0.15 -5.00  -0.173
N: -2.72 -1.15 -4.37  -0.039
C: -3.37 -2.27 -4.83  -0.005
C: -3.02 -3.31 -4.03  0.005
N: -2.12 -2.81 -3.11  -0.065
C: -1.91 -1.51 -3.36  0.017
C: -1.38 -3.67 -2.16  0.015
H: -1.52 -0.22 -6.69  0.075
H: -2.55 1.17 -6.95  0.088
H: -3.22 -0.48 -7.04  0.074
H: -3.87 0.43 -4.82  0.136
H: -2.25 0.97 -4.60  0.108
H: -4.02 -2.21 -5.68  0.143
H: -3.25 -4.35 -4.14  0.141
H: -1.14 -0.93 -2.86  0.142
H: -0.45 -3.17 -1.89  0.081
H: -1.20 -4.65 -2.59  0.105
H: -1.98 -3.64 -1.25  0.092
C: 3.26 2.66 -7.78  -0.046
C: 2.11 1.63 -7.71  -0.126
N: 2.22 0.93 -6.40  -0.057
C: 2.02 1.51 -5.16  0.013
C: 2.03 0.50 -4.24  -0.020
N: 2.19 -0.67 -4.89  -0.068
C: 2.38 -0.37 -6.19  -0.012
C: 2.09 -2.01 -4.35  0.013
H: 3.21 3.33 -8.63  0.089
H: 4.23 2.15 -7.82  0.090
H: 3.24 3.31 -6.90  0.076
H: 2.17 0.88 -8.49  0.127
H: 1.12 2.07 -7.63  0.125
H: 1.66 2.52 -5.16  0.143
H: 1.88 0.45 -3.17  0.100
H: 2.59 -1.14 -6.91  0.168
H: 1.42 -2.04 -3.48  0.073
H: 3.09 -2.32 -4.04  0.102
H: 1.68 -2.78 -5.01  0.102
C: -3.13 -6.21 5.79  -0.056
C: -2.41 -4.89 5.65  -0.145
N: -1.47 -4.91 4.49  -0.052
C: -0.56 -5.89 4.19  0.017
C: -0.05 -5.58 2.97  0.016
N: -0.50 -4.30 2.65  -0.077
C: -1.35 -3.92 3.60  -0.007
C: -0.29 -3.66 1.36  0.021
H: -3.91 -6.15 6.55  0.095
H: -2.54 -7.07 6.07  0.086
H: -3.61 -6.40 4.83  0.093
H: -1.78 -4.64 6.51  0.137
H: -3.04 -4.02 5.47  0.116
H: -0.56 -6.79 4.78  0.143
H: 0.54 -6.19 2.31  0.143
H: -1.97 -3.04 3.66  0.151
H: -0.58 -4.29 0.53  0.094
H: 0.74 -3.32 1.44  0.107
H: -0.80 -2.70 1.32  0.081
C: -1.06 0.25 3.82  -0.069
C: -1.80 0.50 5.17  -0.130
N: -3.16 0.91 4.93  -0.028
C: -3.61 2.19 4.85  0.034
C: -4.93 2.18 4.44  0.017
N: -5.29 0.85 4.45  -0.088
C: -4.19 0.13 4.66  -0.035
C: -6.65 0.39 4.15  0.028
H: -1.40 -0.62 3.25  0.049
H: -0.01 0.24 4.10  0.085
H: -1.03 1.03 3.06  0.051
H: -1.23 1.29 5.67  0.127
H: -1.61 -0.33 5.84  0.130
H: -2.89 3.01 4.85  0.132
H: -5.63 2.98 4.30  0.136
H: -4.27 -0.95 4.73  0.159
H: -7.16 1.08 3.48  0.102
H: -7.25 0.42 5.06  0.110
H: -6.64 -0.59 3.67  0.099
C: -4.81 5.67 2.61  -0.084
C: -4.54 4.72 1.43  -0.223
C: -3.07 4.64 1.16  -0.149
N: -2.58 3.45 0.37  -0.241
C: -2.76 2.12 1.10  0.037
C: -3.26 3.34 -0.99  -0.085
C: -2.33 2.40 -1.78  -0.145
C: -0.93 2.80 -1.33  -0.122
C: -1.11 3.56 0.01  -0.060
H: -5.85 5.54 2.91  0.074
H: -4.72 6.71 2.28  0.084
H: -4.13 5.72 3.47  0.087
H: -5.00 5.12 0.52  0.115
H: -4.99 3.76 1.71  0.088
H: -2.35 4.75 1.99  0.104
H: -2.76 5.58 0.68  0.147
H: -2.34 2.35 2.08  0.075
H: -2.14 1.35 0.64  0.085
H: -3.82 1.88 1.17  0.098
H: -4.27 2.99 -0.77  0.128
H: -3.34 4.33 -1.45  0.144
H: -2.56 1.38 -1.46  0.096
H: -2.36 2.42 -2.86  0.099
H: -0.27 1.94 -1.20  0.091
H: -0.36 3.50 -1.95  0.121
H: -0.55 3.27 0.90  0.116
H: -1.06 4.62 -0.24  0.136
N: 5.02 2.78 -1.20  -0.252
S: 6.50 2.26 -0.89  0.525
O: 7.35 2.11 -2.07  -0.284
O: 6.75 1.43 0.27  -0.286
F: 7.10 3.64 -0.38  -0.177
S: 4.26 1.48 -1.18  0.457
O: 3.84 0.99 0.11  -0.291
O: 4.53 0.57 -2.31  -0.323
F: 2.84 2.11 -1.65  -0.226
C: 1.21 3.15 4.06  -0.021
C: -0.21 3.70 4.29  -0.759
O: -0.60 3.83 5.46  -0.055
O: -0.82 4.15 3.26  -0.109
H: 1.25 2.16 4.52  0.052
H: 1.98 3.74 4.55  0.082
H: 1.39 3.03 2.99  0.056
C: 0.61 0.03 1.02  -0.007
C: 0.18 -0.51 -0.34  -0.752
O: 0.98 -0.65 -1.30  -0.059
O: -1.04 -0.85 -0.41  -0.118
H: 0.58 1.11 1.13  0.079
H: 1.66 -0.24 1.18  0.072
H: 0.07 -0.51 1.79  0.025